No. 1
Molecular formula: C18H18N3NaS4Sb
Method: DFT, ωB97M-V/def2-TZVPD

Last column: Löwdin charge in e.
Geometry (Å):
Na1 0.561 -0.013 -0.950  -0.08
C1 2.173 -2.976 -0.056  -0.06
C2 1.357 -2.699 1.168  -0.31
C3 1.339 -3.580 2.249  -0.04
C4 0.560 -3.282 3.348  -0.08
C5 -0.186 -2.114 3.343  -0.15
C6 -0.122 -1.283 2.229  -0.44
N1 0.638 -1.573 1.171  0.09
Sb1 -1.355 0.489 2.257  1.49
C7 0.082 1.933 1.566  -0.45
C8 -0.097 3.235 2.005  -0.14
C9 0.787 4.212 1.564  -0.07
C10 1.812 3.845 0.723  -0.03
C11 1.931 2.513 0.323  -0.34
C12 2.986 2.085 -0.642  -0.05
N2 1.076 1.579 0.747  0.05
C13 -2.379 0.127 0.394  -0.45
C14 -3.661 0.633 0.266  -0.14
C15 -4.342 0.420 -0.925  -0.07
C16 -3.722 -0.304 -1.919  -0.03
C17 -2.429 -0.783 -1.714  -0.33
C18 -1.701 -1.530 -2.785  -0.04
N3 -1.769 -0.561 -0.575  0.06
H1 2.762 -3.886 0.055  0.07
H2 2.836 -2.139 -0.277  0.05
H3 1.530 -3.074 -0.931  0.06
H4 1.934 -4.483 2.209  0.11
H5 0.532 -3.951 4.200  0.10
H6 -0.810 -1.850 4.187  0.07
H7 -0.912 3.485 2.674  0.08
H8 0.668 5.242 1.874  0.10
H9 2.517 4.575 0.345  0.11
H10 3.867 2.724 -0.575  0.08
H11 2.583 2.144 -1.659  0.03
H12 3.275 1.047 -0.480  0.07
H13 -4.119 1.183 1.079  0.08
H14 -5.339 0.818 -1.070  0.10
H15 -4.210 -0.490 -2.867  0.11
H16 -2.401 -2.036 -3.451  0.08
H17 -1.018 -2.261 -2.354  0.07
H18 -1.093 -0.836 -3.374  0.01
S1 -0.472 2.268 -2.329  -0.16
S2 0.102 1.384 -4.138  -0.23
S3 2.049 0.772 -4.010  -0.22
S4 2.180 -1.005 -2.894  -0.16

## Properties
Charge: -1
E_tot (Ha): -2856.41787
E_LUMO (eV): 2.1
E_HOMO (eV): -2.93

No. 2
Molecular formula: C18H18N3O5ScSe
Method: DFT, ωB97M-V/def2-TZVPD

Last column: Löwdin charge in e.
Geometry (Å):
Sc1 1.849 0.764 0.125  0.90
O1 3.791 6.504 -0.581  0.16
C1 3.487 5.355 -0.518  -0.21
C2 2.284 4.629 -1.278  -0.25
O2 1.434 5.180 -1.958  0.10
C3 2.464 3.231 -0.930  -0.29
C4 3.345 3.073 0.080  -0.28
O3 3.408 1.907 0.696  -0.14
C5 4.123 4.294 0.432  -0.25
O4 5.124 4.418 1.090  0.15
O5 1.754 2.154 -1.303  -0.16
C6 -3.464 -1.576 0.326  -0.15
C7 -2.013 -2.107 0.206  -0.20
N1 -1.086 -1.065 0.544  0.08
C8 -1.313 0.278 0.281  -0.32
N2 -0.274 1.102 0.415  -0.05
C9 -0.588 2.589 0.305  -0.19
C10 -1.954 2.858 0.855  -0.16
C11 -2.978 2.083 0.049  -0.11
N3 -2.577 0.651 -0.051  -0.03
C12 -3.580 -0.307 -0.466  -0.16
H1 -3.759 -1.375 1.345  0.12
H2 -4.121 -2.359 -0.031  0.12
H3 -1.910 -2.481 -0.854  0.12
H4 -1.890 -3.066 0.846  0.15
H5 -0.102 -1.333 0.548  0.09
H6 -0.495 2.901 -0.712  0.11
H7 0.150 3.076 0.955  0.12
H8 -2.128 3.976 0.732  0.15
H9 -1.966 2.649 1.914  0.12
H10 -3.155 2.473 -0.926  0.12
H11 -3.926 1.979 0.630  0.14
H12 -3.432 -0.530 -1.523  0.13
H13 -4.584 0.176 -0.482  0.14
Se1 3.052 -1.462 -0.075  0.68
C13 2.100 -3.129 -0.188  -0.62
C14 0.754 -3.344 -0.670  -0.15
C15 0.185 -4.602 -0.567  -0.12
C16 0.818 -5.619 0.098  -0.11
C17 2.102 -5.443 0.562  -0.09
C18 2.709 -4.207 0.463  -0.16
H14 0.315 -2.524 -1.252  0.10
H15 -0.797 -4.752 -1.069  0.12
H16 0.465 -6.649 0.110  0.11
H17 2.653 -6.272 1.043  0.12
H18 3.729 -4.097 0.782  0.09

## Properties
Energy above the lowest of the compared OMol25 structures with the same formula, charge and spin (eV): 0.629
E_tot (Ha): -4399.42397
E_LUMO (eV): -0.4
E_HOMO (eV): -8.27

No. 3
Molecular formula: C18H18N4O7Tc
Method: DFT, ωB97M-V/def2-TZVPD

Last column: Löwdin charge in e.
Geometry (Å):
Tc1 -0.124 -0.600 0.361  1.69
N1 -1.541 1.047 0.637  -0.06
C1 -1.966 1.080 2.059  -0.11
C2 -1.708 -0.238 2.780  -0.51
O1 -2.104 -0.419 3.909  0.09
N2 -0.969 -1.131 2.041  -0.13
C3 -0.473 -2.352 2.663  -0.10
C4 0.641 -2.942 1.797  -0.59
O2 1.268 -3.900 2.158  0.09
O3 0.842 -2.316 0.637  -0.18
H1 -1.182 1.957 0.345  0.05
H2 -2.327 0.812 0.038  0.10
H3 -3.019 1.334 2.164  0.13
H4 -1.391 1.841 2.585  0.13
H5 -1.266 -3.098 2.754  0.14
H6 -0.090 -2.166 3.665  0.13
O4 2.639 1.128 3.502  0.07
C5 3.681 1.338 2.671  -0.25
C6 4.860 1.788 3.262  -0.01
C7 5.969 2.057 2.490  -0.07
C8 5.932 1.881 1.107  -0.09
C9 4.775 1.426 0.517  -0.03
C10 3.632 1.148 1.277  -0.08
C11 2.427 0.635 0.599  -0.41
O5 1.369 0.349 1.351  -0.22
N3 2.418 0.502 -0.687  0.10
N4 1.201 -0.035 -1.113  -0.13
C12 1.102 -0.242 -2.375  -0.05
C13 -0.042 -0.820 -3.038  -0.14
C14 0.011 -0.954 -4.435  -0.04
C15 -1.031 -1.496 -5.147  -0.08
C16 -2.169 -1.922 -4.459  -0.07
C17 -2.245 -1.807 -3.088  -0.01
C18 -1.188 -1.263 -2.356  -0.30
O6 -1.327 -1.188 -1.030  -0.22
H7 1.913 0.725 2.992  0.08
H8 4.876 1.913 4.337  0.12
H9 6.878 2.401 2.968  0.11
H10 6.805 2.094 0.504  0.10
H11 4.721 1.265 -0.551  0.11
H12 1.964 0.038 -2.975  0.14
H13 0.906 -0.618 -4.946  0.11
H14 -0.968 -1.596 -6.222  0.10
H15 -3.001 -2.350 -5.004  0.11
H16 -3.118 -2.145 -2.542  0.12
O7 0.297 3.056 0.083  -0.04
H17 1.029 2.683 0.589  0.04
H18 0.700 3.470 -0.685  0.07

## Properties
Energy above the lowest of the compared OMol25 structures with the same formula, charge and spin (eV): 0.285
E_tot (Ha): -1523.32164
E_LUMO (spin up / spin down) (eV): -1.7 / -1.3
<S²>: 1.21
Multiplicity: 2
E_HOMO (spin up / spin down) (eV): -8.38 / -8.41

No. 4
Molecular formula: C18H18N7OPS5Sc
Method: DFT, ωB97M-V/def2-TZVPD

Last column: Löwdin charge in e.
Geometry (Å):
Sc1 0.451 0.334 -0.204  0.47
S1 5.115 -0.296 5.372  0.52
C1 4.066 -0.126 4.129  -1.52
S2 4.512 0.462 2.557  0.89
C2 2.910 0.425 1.832  -1.13
C3 1.920 -0.039 2.627  -1.13
S3 0.218 -0.134 2.256  0.51
S4 2.380 -0.528 4.250  0.88
S5 2.799 1.018 0.198  0.56
C4 -3.876 -3.220 -1.456  -0.12
N1 -3.647 -1.751 -1.652  -0.07
C5 -4.403 -0.988 -0.599  -0.11
N2 -4.020 -1.420 0.703  -0.14
C6 -4.247 -2.850 0.850  -0.15
N3 -3.506 -3.624 -0.142  -0.15
C7 -2.075 -3.602 0.108  -0.28
P1 -1.349 -1.873 0.047  1.01
C8 -2.200 -1.441 -1.550  -0.32
C9 -2.667 -1.042 1.083  -0.33
H1 -3.291 -3.756 -2.205  0.15
H2 -4.939 -3.419 -1.608  0.15
H3 -3.877 -1.426 -2.652  0.17
H4 -5.470 -1.168 -0.751  0.15
H5 -4.191 0.075 -0.732  0.16
H6 -5.312 -3.055 0.723  0.14
H7 -3.932 -3.157 1.847  0.14
H8 -1.559 -4.223 -0.628  0.10
H9 -1.880 -4.028 1.094  0.10
H10 -1.691 -1.962 -2.363  0.10
H11 -2.083 -0.362 -1.667  0.07
H12 -2.531 0.038 0.966  0.08
H13 -2.501 -1.284 2.134  0.09
O1 -1.094 1.490 -0.504  -0.27
N4 -0.227 2.521 -0.604  -0.26
C10 0.293 3.113 0.526  -0.14
C11 1.090 4.217 0.434  -0.08
C12 1.406 4.759 -0.822  -0.09
C13 0.874 4.143 -1.966  -0.07
C14 0.064 3.052 -1.847  -0.07
H14 -0.008 2.670 1.466  0.10
H15 1.475 4.663 1.339  0.11
H16 2.027 5.636 -0.909  0.09
H17 1.076 4.528 -2.955  0.11
H18 -0.417 2.582 -2.690  0.11
N5 0.537 -0.176 -2.314  0.11
C15 -0.081 0.024 -3.285  -0.18
C16 -0.772 0.262 -4.467  -0.27
C17 -2.047 -0.260 -4.640  -0.24
N6 -3.110 -0.712 -4.717  0.13
C18 -0.172 1.109 -5.427  -0.23
N7 0.327 1.820 -6.182  0.15

## Properties
Energy above the lowest of the compared OMol25 structures with the same formula, charge and spin (eV): 1.002
E_tot (Ha): -4248.21299
E_LUMO (spin up / spin down) (eV): -0.7 / -0.7
<S²>: 0.77
Multiplicity: 2
E_HOMO (spin up / spin down) (eV): -5.58 / -6.85

No. 5
Molecular formula: C18H19AuN5OS
Method: DFT, ωB97M-V/def2-TZVPD

Last column: Löwdin charge in e.
Geometry (Å):
Au1 -0.897 -0.025 0.543  1.24
N1 3.680 0.208 0.742  0.18
C1 2.435 -0.258 0.756  -0.07
N2 1.379 0.502 0.697  0.07
C2 1.520 1.867 0.656  -0.22
N3 0.464 2.637 0.617  0.12
N4 -0.724 2.133 0.602  -0.05
C3 -1.822 2.814 0.621  0.04
C4 -3.073 2.113 0.642  -0.23
C5 -4.307 2.779 0.619  0.07
C6 -5.480 2.040 0.720  0.04
C7 -5.393 0.664 0.866  0.04
C8 -4.129 0.066 0.844  -0.05
N5 -3.019 0.763 0.722  0.02
C9 2.835 2.449 0.660  -0.07
C10 3.067 3.829 0.636  0.03
C11 4.366 4.301 0.601  0.01
C12 5.455 3.415 0.595  0.02
C13 5.254 2.050 0.644  0.04
C14 3.950 1.555 0.683  -0.14
H1 4.467 -0.438 0.777  0.20
H2 2.283 -1.327 0.814  0.16
H3 -1.805 3.903 0.655  0.18
H4 -4.335 3.854 0.526  0.14
H5 -6.442 2.532 0.700  0.15
H6 -6.273 0.051 0.983  0.14
H7 -4.020 -1.006 0.940  0.13
H8 2.229 4.507 0.652  0.13
H9 4.550 5.366 0.576  0.13
H10 6.460 3.806 0.561  0.14
H11 6.096 1.372 0.649  0.14
O1 -0.869 -2.198 0.151  -0.70
S1 -1.680 -3.258 -0.563  1.02
C15 -1.160 -3.142 -2.333  -0.28
C16 -0.504 -4.467 -2.669  -0.21
C17 0.197 -4.960 -1.401  -0.22
C18 -0.816 -4.867 -0.287  -0.26
H12 -0.471 -2.300 -2.386  0.10
H13 -2.040 -2.927 -2.935  0.10
H14 0.215 -4.342 -3.482  0.13
H15 -1.244 -5.195 -3.007  0.13
H16 1.081 -4.358 -1.187  0.12
H17 0.530 -5.993 -1.528  0.14
H18 -0.413 -4.898 0.721  0.11
H19 -1.597 -5.619 -0.390  0.11

## Properties
Energy above the lowest of the compared OMol25 structures with the same formula, charge and spin (eV): 1.509
Charge: +3
E_tot (Ha): -1579.12776
E_LUMO (spin up / spin down) (eV): -13.0 / -13.1
E_HOMO (spin up / spin down) (eV): -17.62 / -17.59

No. 6
Molecular formula: C18H19BBr2Cl32N4O3PS
Method: DFT, ωB97M-V/def2-TZVPD

Last column: Löwdin charge in e.
Geometry (Å):
C1 1.531 -3.914 0.035  -0.19
C2 1.174 -3.144 -1.279  -0.49
S1 -0.613 -2.696 -1.274  0.88
C3 -0.756 -0.974 -1.933  -0.39
N1 -1.207 -0.081 -0.871  0.00
C4 -2.402 0.096 -0.228  -0.33
N2 -3.553 -0.544 -0.470  -0.20
C5 -4.729 -0.220 0.387  -0.13
C6 -4.521 -0.977 1.774  -0.27
C7 -5.839 -1.452 2.437  -0.01
O1 -4.858 -2.358 1.770  -0.10
P1 -3.846 -1.752 -1.721  0.58
O2 -4.275 -3.165 -0.976  -0.38
Br1 -5.673 -1.021 -2.837  0.33
N3 -2.314 1.028 0.732  0.16
C8 -1.061 1.508 0.695  -0.64
Br2 -0.412 2.885 1.805  0.94
N4 -0.417 0.828 -0.263  0.08
B1 1.024 1.213 -0.475  -0.53
O3 1.344 2.506 -0.831  0.09
C9 2.169 0.117 -0.339  -0.12
C10 3.442 0.608 0.456  -0.12
H1 1.679 -4.989 -0.126  0.04
H2 2.380 -3.467 0.577  0.05
H3 0.658 -3.805 0.711  0.05
H4 1.320 -3.829 -2.133  0.07
H5 1.828 -2.275 -1.430  0.05
H6 -1.476 -0.928 -2.763  0.06
H7 0.227 -0.734 -2.364  0.10
H8 -4.812 0.846 0.626  0.13
H9 -5.643 -0.698 0.017  0.08
H10 -3.714 -0.615 2.441  0.14
H11 -6.701 -1.329 1.778  0.11
H12 -5.872 -1.600 3.516  0.11
H13 -3.614 -3.257 -0.259  0.05
H14 1.899 2.879 -0.124  0.09
H15 2.506 -0.127 -1.372  0.11
H16 1.739 -0.792 0.118  0.09
H17 3.320 1.625 0.869  0.02
H18 3.570 -0.087 1.303  0.05
H19 4.315 0.553 -0.217  -0.01
C11 3.487 4.161 -3.720  -2.02
Cl1 4.064 5.716 -3.107  0.49
Cl2 4.023 3.947 -5.389  0.55
Cl3 4.142 2.854 -2.713  0.53
Cl4 1.716 4.123 -3.655  0.54
C12 4.224 -6.753 1.091  -2.04
Cl5 4.883 -5.713 -0.185  0.51
Cl6 5.550 -7.517 1.972  0.54
Cl7 3.260 -5.771 2.207  0.54
Cl8 3.198 -7.997 0.366  0.53
C13 7.320 -0.440 0.836  -2.01
Cl9 6.647 0.427 -0.556  0.56
Cl10 7.291 0.623 2.253  0.51
Cl11 6.345 -1.885 1.157  0.52
Cl12 8.984 -0.916 0.487  0.55
C14 3.980 2.954 4.076  -2.02
Cl13 4.671 1.424 3.511  0.51
Cl14 3.373 3.878 2.685  0.52
Cl15 2.645 2.627 5.191  0.53
Cl16 5.225 3.893 4.903  0.56
C15 4.906 10.054 -2.175  -2.01
Cl17 4.146 8.445 -2.130  0.42
Cl18 6.014 10.214 -0.806  0.54
Cl19 5.804 10.230 -3.687  0.54
Cl20 3.666 11.309 -2.079  0.52
C16 -0.234 9.533 -0.581  -2.04
Cl21 -0.490 9.264 1.151  0.52
Cl22 -0.402 11.255 -0.942  0.53
Cl23 1.391 8.994 -1.030  0.47
Cl24 -1.437 8.616 -1.504  0.52
C17 -6.871 -5.506 -1.711  -2.03
Cl25 -6.159 -4.589 -3.046  0.51
Cl26 -5.586 -6.333 -0.815  0.52
Cl27 -7.726 -4.395 -0.628  0.51
Cl28 -8.010 -6.698 -2.353  0.53
C18 -8.334 -7.135 2.620  -2.04
Cl29 -7.913 -8.443 3.734  0.53
Cl30 -9.950 -6.527 3.007  0.53
Cl31 -7.155 -5.821 2.780  0.49
Cl32 -8.315 -7.744 0.959  0.50

## Properties
Charge: +1
E_tot (Ha): -21780.26507
E_LUMO (eV): -3.2
E_HOMO (eV): -11.85

- E_tot of number 4 (C18H18N7OPS5Sc)?
  -4248.21299 Ha